Here is one molecule with the formula C12H11NSi from the OMol25 dataset. Energies are from ωB97M-V/def2-TZVPD.

Bonds (Å) are listed after each position.
Element x y z (Å)
1 C -0.06 -3.04 -0.84  C3 1.384, C5 1.383, H15 1.082
2 C 0.24 1.79 2.72  C4 1.389, C6 1.384, H16 1.080
3 C -1.36 -3.48 -0.63  C1 1.384, C7 1.391, H17 1.082
4 C 0.88 2.70 1.88  C2 1.389, C8 1.377, H18 1.081
5 C 0.34 -1.81 -0.36  C1 1.383, C9 1.398, H19 1.086
6 C -0.23 0.60 2.20  C2 1.384, C10 1.387, H20 1.080
7 C -2.24 -2.67 0.08  C3 1.391, C11 1.378, H21 1.083
8 C 1.01 2.43 0.54  C4 1.377, C12 1.407, H22 1.081
9 C -0.55 -1.00 0.34  C5 1.398, C10 1.467, C11 1.390
10 C -0.09 0.30 0.85  C6 1.387, C9 1.467, C12 1.412
11 C -1.85 -1.44 0.56  C7 1.378, C9 1.390
12 C 0.51 1.24 -0.01  C8 1.407, C10 1.412, Si14 1.840
13 N 1.15 2.20 -2.80  Si14 1.713, H23 1.004, H24 1.004
14 Si 0.57 0.92 -1.82  C12 1.840, N13 1.713, H25 1.442
15 H 0.64 -3.67 -1.38  C1 1.082
16 H 0.12 2.01 3.77  C2 1.080
17 H -1.68 -4.44 -1.01  C3 1.082
18 H 1.27 3.62 2.29  C4 1.081
19 H 1.37 -1.49 -0.48  C5 1.086
20 H -0.72 -0.12 2.84  C6 1.080
21 H -3.26 -3.02 0.26  C7 1.083
22 H 1.50 3.16 -0.10  C8 1.081
23 H 1.44 3.09 -2.42  N13 1.004
24 H 1.06 2.23 -3.80  N13 1.004
25 H -0.06 -0.07 -2.67  Si14 1.442

Properties
Energy above the lowest of the compared OMol25 structures with the same formula, charge and spin ... 86.0 kcal/mol
E ... -807.9811 Eh
LUMO (alpha / beta) ... -1.31 / -1.63 eV
HOMO level (alpha / beta) ... -5.94 / -5.20 eV
HOMO-LUMO gap (alpha / beta) ... 0.17002 / 0.13105 Eh

***

Here is one molecule with the formula C4H5NO from the OMol25 dataset. Energies are from ωB97M-V/def2-TZVPD.

Bonds (Å) are listed after each position.
Element x y z (Å)
1 C 0.99 0.29 1.23  C2 1.337, H7 1.080, H8 1.090
2 C 0.03 -0.10 0.39  C1 1.337, C3 1.466, C6 1.487
3 C -0.56 -1.36 -0.06  C2 1.466, N4 1.288, H9 1.086
4 N -0.94 -1.28 -1.29  C3 1.288, O5 1.380
5 O -0.83 0.02 -1.76  N4 1.380, C6 1.429
6 C -0.39 0.85 -0.68  C2 1.487, O5 1.429, H10 1.091, H11 1.101
7 H 1.19 -0.11 2.22  C1 1.080
8 H 1.63 1.09 0.86  C1 1.090
9 H -0.45 -2.35 0.37  C3 1.086
10 H 0.45 1.50 -0.91  C6 1.091
11 H -1.24 1.48 -0.36  C6 1.101

Properties
Energy above the lowest of the compared OMol25 structures with the same formula, charge and spin ... 70.0 kcal/mol
E ... -285.3030 Eh
LUMO ... 0.40 eV
HOMO level ... -8.93 eV
HOMO-LUMO gap ... 0.34298 Eh

***

Here is a 6-piece molecular cluster, C26H68N8O10 overall from the OMol25 dataset. Energies are from ωB97M-V/def2-TZVPD.

Bonds (Å) are listed after each position.
Element x y z (Å)
1 C -2.73 22.58 -6.73  O2 1.418, H10 1.088, H11 1.100, H12 1.089
2 O -2.06 22.80 -5.50  C1 1.418, C3 1.405
3 C -2.82 23.45 -4.50  O2 1.405, C4 1.509, H13 1.102, H14 1.097
4 C -3.99 22.70 -3.92  C3 1.509, N5 1.450, H15 1.108, H16 1.094
5 N -5.28 23.04 -4.49  C4 1.450, C6 1.458, H17 1.010
6 C -5.82 24.31 -4.02  N5 1.458, C7 1.510, H18 1.091, H19 1.102
7 C -6.90 24.82 -4.93  C6 1.510, O8 1.408, H20 1.097, H21 1.103
8 O -8.07 24.07 -4.69  C7 1.408, C9 1.414
9 C -9.10 24.29 -5.64  O8 1.414, H22 1.098, H23 1.089, H24 1.092
10 H -2.06 21.98 -7.35  C1 1.088
11 H -2.86 23.54 -7.26  C1 1.100
12 H -3.70 22.12 -6.59  C1 1.089
13 H -3.06 24.48 -4.80  C3 1.102
14 H -2.09 23.60 -3.69  C3 1.097
15 H -3.99 22.84 -2.82  C4 1.108
16 H -3.82 21.62 -3.96  C4 1.094
17 H -5.98 22.32 -4.36  N5 1.010
18 H -5.03 25.05 -3.91  C6 1.091
19 H -6.25 24.20 -3.01  C6 1.102
20 H -6.57 24.75 -5.97  C7 1.097
21 H -7.07 25.90 -4.74  C7 1.103
22 H -9.50 25.30 -5.52  C9 1.098
23 H -9.89 23.59 -5.36  C9 1.089
24 H -8.79 24.13 -6.67  C9 1.092
25 C 0.65 25.29 -3.66  O26 1.424, H34 1.092, H35 1.088, H36 1.096
26 O 1.82 24.48 -3.67  C25 1.424, C27 1.411
27 C 2.85 25.03 -2.88  O26 1.411, C28 1.513, H37 1.098, H38 1.099
28 C 4.06 24.13 -2.78  C27 1.513, N29 1.461, H39 1.100, H40 1.090
29 N 3.76 22.81 -2.23  C28 1.461, C30 1.475, H41 1.017
30 C 3.44 22.86 -0.79  N29 1.475, C31 1.505, H42 1.094, H43 1.104
31 C 3.84 21.60 -0.07  C30 1.505, O32 1.420, H44 1.099, H45 1.097
32 O 5.26 21.50 -0.12  C31 1.420, C33 1.409
33 C 5.73 20.41 0.64  O32 1.409, H46 1.090, H47 1.093, H48 1.096
34 H 0.11 25.03 -4.58  C25 1.092
35 H 0.88 26.35 -3.60  C25 1.088
36 H -0.02 24.96 -2.86  C25 1.096
37 H 2.49 25.28 -1.87  C27 1.098
38 H 3.20 25.96 -3.35  C27 1.099
39 H 4.77 24.64 -2.12  C28 1.100
40 H 4.52 23.99 -3.76  C28 1.090
41 H 4.60 22.23 -2.25  N29 1.017
42 H 2.39 23.07 -0.60  C30 1.094
43 H 4.02 23.68 -0.33  C30 1.104
44 H 3.43 20.69 -0.51  C31 1.099
45 H 3.48 21.58 0.96  C31 1.097
46 H 6.80 20.36 0.47  C33 1.090
47 H 5.25 19.47 0.35  C33 1.093
48 H 5.58 20.60 1.71  C33 1.096
49 C 5.52 19.23 -12.38  O50 1.409, H58 1.089, H59 1.097, H60 1.094
50 O 5.61 20.40 -11.61  C49 1.409, C51 1.407
51 C 4.75 21.43 -12.04  O50 1.407, C52 1.511, H61 1.096, H62 1.105
52 C 4.56 22.41 -10.91  C51 1.511, N53 1.462, H63 1.095, H64 1.096
53 N 3.81 21.78 -9.83  C52 1.462, C54 1.457, H65 1.017
54 C 3.38 22.74 -8.83  N53 1.457, C55 1.511, H66 1.094, H67 1.105
55 C 2.68 22.06 -7.67  C54 1.511, O56 1.420, H68 1.094, H69 1.099
56 O 3.62 21.23 -7.00  C55 1.420, C57 1.425
57 C 3.35 21.13 -5.60  O56 1.425, H70 1.089, H71 1.089, H72 1.098
58 H 6.38 18.60 -12.14  C49 1.089
59 H 5.56 19.48 -13.45  C49 1.097
60 H 4.61 18.66 -12.17  C49 1.094
61 H 3.79 21.06 -12.40  C51 1.096
62 H 5.19 21.95 -12.91  C51 1.105
63 H 3.94 23.22 -11.32  C52 1.095
64 H 5.51 22.84 -10.60  C52 1.096
65 H 4.47 21.16 -9.35  N53 1.017
66 H 2.69 23.47 -9.27  C54 1.094
67 H 4.19 23.34 -8.38  C54 1.105
68 H 1.84 21.43 -8.00  C55 1.094
69 H 2.35 22.85 -6.99  C55 1.099
70 H 4.13 20.47 -5.23  C57 1.089
71 H 2.33 20.81 -5.41  C57 1.089
72 H 3.53 22.11 -5.14  C57 1.098
73 C 1.73 18.15 0.13  O74 1.408, H82 1.094, H83 1.089, H84 1.098
74 O 1.40 19.48 0.44  C73 1.408, C75 1.412
75 C 0.03 19.68 0.74  O74 1.412, C76 1.501, H85 1.103, H86 1.102
76 C -0.20 21.10 1.15  C75 1.501, N77 1.477, H87 1.092, H88 1.096
77 N -1.61 21.39 1.49  C76 1.477, C78 1.458, H89 1.017
78 C -2.49 21.29 0.33  N77 1.458, C79 1.515, H90 1.097, H91 1.092
79 C -3.84 21.92 0.62  C78 1.515, O80 1.413, H92 1.096, H93 1.103
80 O -4.65 21.68 -0.52  C79 1.413, C81 1.404
81 C -5.87 22.36 -0.47  O80 1.404, H94 1.094, H95 1.098, H96 1.091
82 H 1.44 17.49 0.94  C73 1.094
83 H 2.81 18.09 -0.04  C73 1.089
84 H 1.26 17.83 -0.81  C73 1.098
85 H -0.29 18.94 1.50  C75 1.103
86 H -0.59 19.41 -0.12  C75 1.102
87 H 0.13 21.84 0.42  C76 1.092
88 H 0.39 21.36 2.04  C76 1.096
89 H -1.87 20.68 2.17  N77 1.017
90 H -2.73 20.26 0.03  C78 1.097
91 H -2.03 21.83 -0.50  C78 1.092
92 H -3.74 22.97 0.88  C79 1.096
93 H -4.30 21.41 1.48  C79 1.103
94 H -5.78 23.40 -0.14  C81 1.094
95 H -6.60 21.85 0.17  C81 1.098
96 H -6.29 22.36 -1.48  C81 1.091
97 N -1.18 18.70 -6.48  C98 1.378, H101 1.001, H102 1.003
98 C -2.50 18.66 -6.07  N97 1.378, N99 1.363, O100 1.226
99 N -2.70 19.29 -4.87  C98 1.363, H103 1.002, H104 1.028
100 O -3.38 18.14 -6.74  C98 1.226
101 H -0.99 18.25 -7.35  N97 1.001
102 H -0.47 19.09 -5.90  N97 1.003
103 H -3.61 19.24 -4.46  N99 1.002
104 H -1.91 19.61 -4.30  N99 1.028
105 N 1.20 20.96 -2.24  C106 1.358, H109 1.010, H110 1.004
106 C 0.31 20.89 -3.26  N105 1.358, N107 1.354, O108 1.239
107 N 0.26 21.99 -4.05  C106 1.354, H111 1.012, H112 1.010
108 O -0.44 19.92 -3.43  C106 1.239
109 H 1.91 21.68 -2.28  N105 1.010
110 H 1.20 20.17 -1.62  N105 1.004
111 H 0.86 22.79 -3.88  N107 1.012
112 H -0.35 21.98 -4.86  N107 1.010

Properties
Energy above the lowest of the compared OMol25 structures with the same formula, charge and spin ... 0.0 kcal/mol
E ... -2221.7963 Eh
LUMO ... 0.52 eV
HOMO level ... -8.59 eV
HOMO-LUMO gap ... 0.33492 Eh

***

- E of number 2 (C4H5NO)?
  -285.3030 Eh